A gas-phase ion, C3H6NO2S2 (charge -1) in a non-equilibrium geometry, computed with the ωB97M-V functional and the def2-TZVPD basis.

Calculated values
2S+1: 1
Net charge: -1
Electronic energy in eV: -30460.7715
Maximum force in hartree/bohr: 0.057
Molecular weight in g mol⁻¹: 152.220
Gap between HOMO and LUMO (alpha / beta) in Eh: 0.24280 / 0.23203

XYZ file:
```
14
Properties=species:S:1:pos:R:3:forces:R:3
C 0.277 0.930 0.835 -2.295 -1.505 -0.091
C -0.670 0.827 -0.440 0.140 -2.554 -0.211
C -0.350 -1.997 0.075 0.689 -1.465 1.135
N 1.303 -0.118 0.957 -1.476 1.339 0.324
O 3.307 -1.224 0.144 0.695 -1.408 0.295
O 3.214 1.075 -0.597 -1.802 -0.770 0.622
S -1.543 -0.929 -0.287 -1.294 2.552 -0.176
S 2.411 -0.209 -0.382 0.901 1.493 -0.969
H 0.743 1.862 0.653 0.778 1.363 0.329
H -0.535 0.992 1.737 2.334 -0.302 -1.705
H -1.543 1.500 -0.417 0.558 -0.056 -0.071
H -0.168 0.756 -1.450 -0.303 0.580 1.373
H 0.367 -2.280 -0.648 0.958 0.041 -0.497
H -0.570 -2.774 0.832 0.117 0.691 -0.359
```
Forces are in eV/Å.